[1]
Entry from the Open Molecules 2025 dataset: a 2-piece molecular cluster, C32H31ClN3 overall (wB97M-V/def2-TZVPD).

```
67
Properties=species:S:1:pos:R:3:forces:R:3:nbo_charge:R:1
C -0.3438 3.0298 -0.3803 -0.11 -0.09 0.35 -0.40
N -0.8475 2.2181 0.7059 0.39 -0.44 -0.88 -0.43
C 0.0721 1.4188 1.4963 -0.70 -0.24 -0.14 0.16
H 0.3408 0.4756 0.8966 -0.07 1.13 0.91 0.14
C 1.3305 2.1589 1.9027 0.35 0.14 0.44 -0.07
C 1.2625 3.5098 2.2806 0.55 -0.13 0.00 -0.18
C 2.4324 4.1507 2.7092 -0.10 -1.01 -0.38 -0.06
Cl 2.2959 5.7217 3.3827 0.15 0.35 -0.01 0.05
C 3.6800 3.5119 2.6018 -0.36 -0.11 -0.12 -0.23
C 3.7216 2.1620 2.2268 -0.05 0.16 0.36 -0.20
C 2.5307 1.4580 2.0352 -0.10 0.32 -0.33 -0.23
N -0.7456 1.1024 2.6648 0.09 -1.13 0.00 -0.44
C -0.0772 0.7403 3.8922 0.04 0.27 -0.05 -0.40
C -1.9132 1.8513 2.6649 -0.33 1.36 -0.11 0.20
C -1.9852 2.5223 1.4249 -0.34 0.99 1.12 0.12
C -2.9101 3.5455 1.1953 0.48 -0.61 -0.01 -0.26
C -3.6950 3.9554 2.2794 -0.27 -0.41 0.25 -0.22
C -3.6325 3.2806 3.5108 -0.31 0.34 -0.53 -0.23
C -2.7701 2.1986 3.7152 0.46 -0.41 -0.62 -0.28
H -1.1929 3.4771 -0.9033 0.29 -0.24 -0.16 0.22
H 0.3001 3.8478 -0.0196 -0.10 -0.15 -0.21 0.20
H 0.2428 2.3782 -1.0399 -0.14 0.29 -0.17 0.19
H 0.3245 4.0726 2.2688 0.25 -0.33 0.03 0.24
H 4.5865 4.0678 2.8386 -0.22 -0.19 -0.10 0.24
H 4.6774 1.6487 2.0857 -0.26 0.22 0.41 0.22
H 2.5146 0.3586 1.9660 0.17 0.63 -0.16 0.20
H -0.8251 0.4605 4.6355 0.21 -0.22 -0.12 0.22
H 0.6113 -0.0870 3.6799 -0.19 0.05 0.34 0.19
H 0.5016 1.5883 4.2966 -0.07 -0.25 0.03 0.19
H -2.9590 3.9962 0.1995 -0.06 0.16 0.56 0.21
H -4.3738 4.8009 2.1529 0.15 -0.33 0.09 0.22
H -4.2787 3.6180 4.3163 0.12 -0.12 -0.09 0.22
H -2.7353 1.6384 4.6502 -0.02 0.41 -0.12 0.22
C 3.2036 0.2518 -0.8153 -0.14 0.45 0.51 -0.68
C 2.5773 -0.6140 -1.8147 1.02 -0.52 -1.03 0.36
N 3.1727 -0.8907 -3.0007 -0.63 0.53 0.96 -0.48
C 2.4355 -1.8428 -3.7137 -0.66 -0.98 0.08 0.19
C 1.3408 -2.2161 -2.8980 0.30 -0.02 -0.72 -0.11
C 0.6280 -3.3700 -3.2181 -0.12 -0.01 -0.31 -0.17
C 0.8720 -4.0071 -4.4416 0.27 0.22 0.37 -0.21
C 1.9143 -3.5716 -5.2820 -0.09 0.43 0.26 -0.18
C 2.7347 -2.4921 -4.9094 -0.20 -0.04 0.05 -0.25
C 1.3664 -1.3594 -1.7049 -0.53 -0.20 0.15 -0.12
C 0.4466 -1.3804 -0.6451 0.78 -1.19 -0.83 0.06
C -0.8479 -2.0159 -0.7954 -0.91 -0.08 -0.14 -0.19
C -1.6732 -1.8864 -1.9544 0.13 -0.12 -0.01 -0.13
C -2.7450 -2.7493 -2.1731 0.24 0.39 0.05 -0.22
C -3.0655 -3.7554 -1.2470 0.24 0.12 0.03 0.07
C -4.1436 -4.7592 -1.5468 -0.17 -0.13 0.14 -0.65
C -2.3450 -3.8019 -0.0460 -0.08 -0.05 -0.03 -0.25
C -1.2950 -2.9265 0.1920 0.38 0.28 0.07 -0.06
H 2.5293 0.2746 0.0384 0.27 0.23 -0.14 0.24
H 4.1716 -0.1414 -0.4678 -0.25 0.05 -0.25 0.26
H 3.3454 1.2859 -1.1600 -0.02 -0.26 0.05 0.26
H 4.0599 -0.4914 -3.3064 -0.45 -0.11 0.18 0.44
H -0.0934 -3.7589 -2.4979 0.07 0.05 -0.53 0.23
H 0.2448 -4.8562 -4.7252 0.39 0.23 0.08 0.23
H 2.0862 -4.0940 -6.2224 0.03 0.21 0.24 0.24
H 3.5723 -2.1388 -5.5146 -0.24 -0.35 0.08 0.23
H 0.8319 -1.1976 0.3592 -0.32 0.26 -0.22 0.22
H -1.4607 -1.1058 -2.6907 0.07 -0.34 0.23 0.23
H -3.3501 -2.6719 -3.0851 0.33 0.12 0.39 0.23
H -4.2832 -5.4383 -0.7000 0.04 0.07 -0.19 0.23
H -5.1151 -4.2890 -1.7501 0.30 0.04 0.01 0.24
H -3.8844 -5.3576 -2.4310 -0.02 0.16 0.20 0.24
H -2.6187 -4.5522 0.6998 0.15 0.31 -0.17 0.23
H -0.7526 -2.9584 1.1357 -0.10 -0.16 -0.14 0.22
```
Positions in Å, forces in eV/Å.

frontier orbital gap	3.9116	eV
largest force on an atom	0.03208	Eh/bohr
DFT total energy	-1862.19447	Ha
relative energy (zero: lowest compared OMol25 entry of this formula, charge and spin)	48.0	kJ/mol
net charge	+1
HOMO level	-8.89	eV

[2]
Entry from the Open Molecules 2025 dataset: C32H31IN5OOs as an isolated structure (wB97M-V/def2-TZVPD).

```
71
Properties=species:S:1:pos:R:3:forces:R:3:mulliken_spin:R:1
Os -0.2957 0.3979 -0.3483 1.43 1.03 -1.85 1.76
N -1.0143 0.5923 2.0523 -0.25 1.82 -0.34 0.11
C -1.4614 -0.7038 2.4181 -0.21 -0.22 0.85 -0.06
C -2.3227 -0.9521 3.4522 -0.12 -0.65 0.07 0.01
C -2.7200 -2.2822 3.7777 -0.49 -0.36 0.56 0.00
C -2.1631 -3.3533 3.1268 -0.77 0.33 -0.46 0.00
C -1.2091 -3.1125 2.0974 -0.26 0.39 0.82 0.01
C -0.5904 -4.1300 1.3963 -0.18 -1.86 -1.14 0.01
C 0.2046 -3.8643 0.3299 0.57 0.14 -0.02 0.00
C 0.4873 -2.5657 0.0075 -0.25 2.11 -0.18 -0.01
N -0.0583 -1.5331 0.6594 0.06 -0.22 -0.02 0.01
C -0.8791 -1.7931 1.7304 0.12 -0.06 -0.57 0.05
H -1.7346 1.3482 2.0027 0.48 -1.17 0.11 -0.01
H -0.3310 0.9736 2.7074 0.03 -0.28 -0.11 -0.01
H -2.7223 -0.1513 4.0519 -0.06 0.29 -0.03 0.00
H -3.4910 -2.4613 4.5704 0.85 0.31 -0.85 0.00
H -2.5942 -4.3571 3.2180 0.57 0.31 0.39 0.00
H -0.7976 -5.1917 1.5160 -0.25 0.25 0.70 0.00
H 0.6522 -4.5827 -0.3060 0.19 -1.01 -0.15 0.00
H 1.1129 -2.3090 -0.8524 -0.17 -0.09 0.31 0.01
I -0.6686 3.3583 -0.1120 0.23 0.23 -0.37 0.16
C -0.5610 1.9353 -1.8614 -1.55 -0.56 2.08 -0.01
H 0.2245 2.3136 -2.4807 0.42 0.25 -0.36 0.01
H -1.5717 2.1695 -2.2786 0.88 -0.45 -0.07 0.00
N 6.8626 1.5985 -1.4014 1.68 0.68 -1.46 -0.04
C 8.1123 1.4210 -0.9527 3.39 -1.29 1.87 0.19
C 9.4111 1.3055 -1.5133 -1.90 1.60 -2.26 -0.04
C 10.5023 1.1091 -0.7141 0.79 -1.18 0.90 0.24
C 10.3545 0.8582 0.7112 -1.09 0.41 0.37 0.08
C 9.1076 0.8305 1.2721 0.55 -0.24 -0.06 0.01
C 7.9562 1.0331 0.4706 -0.37 0.29 -1.95 0.22
N 6.6439 0.8881 0.6769 0.67 0.84 2.01 -0.02
C 6.0360 1.3583 -0.3966 -2.04 -1.49 -0.01 0.16
C 4.5901 1.2524 -0.5135 -1.35 -1.12 -0.43 0.02
C 3.8734 0.9311 -1.7009 -0.31 0.05 0.84 0.07
C 2.5050 0.6640 -1.6948 0.52 1.89 0.85 -0.05
N 1.8516 0.8231 -0.5390 -2.58 -2.11 0.67 0.04
C 2.4935 0.9105 0.6371 0.35 0.29 -2.30 -0.01
C 3.8390 1.1247 0.6609 0.35 1.12 2.07 0.05
H 6.7473 1.8224 -2.3579 -1.01 0.39 -0.86 0.00
H 9.5228 1.5143 -2.6092 0.11 -0.38 1.14 0.01
H 11.5055 0.9682 -1.1515 -0.66 0.42 0.14 0.00
H 11.1803 0.7134 1.4056 0.15 0.03 -0.62 0.00
H 8.9929 0.6502 2.3171 -0.12 -0.17 0.53 0.00
H 4.2537 0.8272 -2.6699 1.35 0.12 -1.10 0.00
H 1.9181 0.5882 -2.6229 0.39 -0.32 0.62 -0.01
H 1.8865 0.8384 1.4958 -0.38 0.12 0.87 0.00
H 4.1521 1.3572 1.7044 0.76 -0.42 -1.19 0.00
C -8.7036 -0.3281 -1.1507 -0.41 -1.05 0.54 0.02
C -7.2433 -0.0740 -1.0740 -0.75 -1.53 0.60 -0.02
C -6.8173 1.1978 -1.3074 -0.70 0.05 0.47 0.26
C -5.4470 1.4707 -1.1091 0.90 1.55 -0.37 0.14
C -4.9821 2.9223 -1.2090 0.79 -1.36 2.17 -0.01
C -4.5891 0.4126 -0.8434 0.93 -2.12 -0.51 0.08
C -3.1967 0.7315 -0.7238 1.41 -2.57 2.09 0.09
O -2.2704 -0.1177 -0.4821 -2.11 1.84 -0.99 0.04
C -5.0049 -0.9848 -0.7679 2.46 1.66 -0.10 0.16
C -4.1392 -2.1709 -0.5644 -0.65 -0.36 -0.03 0.01
C -6.3520 -1.1593 -0.8535 -4.17 1.10 -0.53 0.22
H -9.2178 0.5798 -1.0981 -0.77 1.60 -0.15 0.00
H -9.2451 -0.9239 -0.3721 1.16 -0.09 -0.66 0.00
H -8.8569 -0.7129 -2.1410 -0.61 -0.59 -0.46 -0.01
H -7.5677 1.9700 -1.5180 0.60 -0.15 -0.01 -0.02
H -5.7415 3.6437 -1.3439 -1.05 0.38 -0.77 0.00
H -4.1598 3.0163 -1.8945 0.26 0.27 -0.46 0.02
H -4.5873 3.2224 -0.1953 -0.02 -0.37 -0.78 0.02
H -3.0517 1.7499 -0.5127 1.08 1.51 -0.33 -0.02
H -3.2097 -2.1316 -1.0765 0.83 0.33 -0.34 0.01
H -4.6180 -3.1178 -0.8517 -0.28 0.45 0.18 0.01
H -3.9110 -2.2360 0.5040 0.13 0.03 0.23 0.06
H -6.8815 -2.0931 -0.8039 0.42 -0.65 0.21 -0.01
```
Positions in Å, forces in eV/Å.

frontier orbital gap (alpha / beta)	5.5393 / 2.5440	eV
expectation value of S²	6.08
spin multiplicity	5
largest force on an atom	0.08450	Eh/bohr
DFT total energy	-1974.29459	Ha
relative energy (zero: lowest compared OMol25 entry of this formula, charge and spin)	128.0	kJ/mol
net charge	+3
HOMO level (alpha / beta)	-13.98 / -14.40	eV

[3]
Entry from the Open Molecules 2025 dataset: a 2-piece molecular cluster, C32H32BBr2ClO2S overall (wB97M-V/def2-TZVPD).

```
71
Properties=species:S:1:pos:R:3:forces:R:3:lowdin_charge:R:1
C -4.9497 2.1637 0.4897 -0.26 0.40 -0.16 -0.01
C -3.6485 1.8516 1.2041 -0.35 -0.23 -0.18 -0.44
C -3.9933 1.2940 2.5792 0.11 0.02 0.29 -0.01
O -3.0412 0.7675 0.4615 0.22 0.75 0.14 0.15
B -1.7653 1.1660 0.2036 2.15 -3.15 1.10 -0.58
C -0.6318 -0.1236 0.0358 -2.23 2.08 -1.10 -0.11
C 0.7270 0.4409 -0.1367 1.58 -1.00 -0.27 -0.08
C 1.6091 -0.0633 -1.0387 -1.17 0.15 0.91 -0.06
C 2.7706 0.6107 -1.5770 1.02 0.33 -0.25 -0.21
C 3.5513 -0.0362 -2.5655 -0.22 0.43 0.54 -0.03
C 4.6394 0.6039 -3.1453 0.06 0.63 0.15 -0.12
C 4.9355 1.9313 -2.7859 -0.80 -0.64 0.45 -0.70
Br 6.3562 2.8381 -3.6379 0.04 0.01 0.02 0.72
C 4.1678 2.5879 -1.8107 0.11 -0.31 -0.15 -0.12
C 3.1027 1.9286 -1.1975 0.26 -0.47 -0.47 -0.02
C -1.2304 -0.6167 -1.2791 0.32 -0.51 -0.07 -0.22
C -1.9358 -1.8175 -1.3993 0.08 0.40 -0.32 -0.02
C -2.5190 -2.1685 -2.6250 0.01 0.33 -0.29 -0.11
C -2.3608 -1.3380 -3.7456 0.44 0.03 0.92 -0.70
Br -3.1433 -1.7866 -5.4089 0.00 -0.10 0.03 0.71
C -1.6212 -0.1524 -3.6428 -0.31 -0.09 0.41 -0.11
C -1.1172 0.2264 -2.4000 -0.12 -0.56 -0.37 -0.03
O -1.4128 2.4383 0.4711 -0.51 0.04 0.27 0.16
C -2.5455 3.0067 1.1948 0.04 0.49 -0.21 -0.43
C -2.9167 4.2682 0.4362 -0.27 0.25 -0.17 -0.02
C -2.0273 3.4179 2.5648 0.03 -0.06 0.27 -0.01
H -5.5341 2.8939 1.0611 0.04 -0.03 -0.17 0.10
H -4.7843 2.5493 -0.5222 -0.04 -0.09 0.22 0.09
H -5.5442 1.2446 0.4072 0.22 0.20 0.06 0.10
H -4.5572 2.0397 3.1537 0.16 -0.19 0.00 0.10
H -4.6214 0.4006 2.4603 0.14 0.28 -0.05 0.10
H -3.1006 0.9978 3.1436 -0.21 0.08 -0.12 0.09
H -0.7662 -0.8144 0.8760 -0.07 0.19 -0.16 0.10
H 1.0282 1.2242 0.5598 -0.19 0.28 -0.48 0.12
H 1.4038 -1.0527 -1.4592 -0.25 0.45 -0.28 0.13
H 3.2876 -1.0533 -2.8648 0.12 0.28 0.09 0.12
H 5.2534 0.0919 -3.8782 -0.09 0.08 0.03 0.10
H 4.4016 3.6120 -1.5406 0.02 -0.10 -0.04 0.10
H 2.4985 2.4231 -0.4350 0.24 0.01 -0.32 0.11
H -2.0390 -2.4545 -0.5180 -0.02 0.09 -0.36 0.10
H -3.1061 -3.0791 -2.7079 0.12 0.12 -0.03 0.10
H -1.4706 0.4854 -4.5098 -0.12 -0.12 0.13 0.10
H -0.5898 1.1745 -2.3015 -0.05 -0.21 -0.09 0.13
H -3.7165 4.8132 0.9523 0.08 -0.09 -0.16 0.10
H -2.0341 4.9214 0.3919 -0.24 -0.20 0.02 0.10
H -3.2292 4.0556 -0.5930 0.06 0.04 0.25 0.09
H -2.8257 3.9121 3.1345 0.21 -0.15 -0.04 0.10
H -1.6453 2.5659 3.1388 -0.12 0.18 -0.12 0.09
H -1.2020 4.1310 2.4401 -0.23 -0.16 -0.03 0.10
C -1.4008 -2.7991 4.0120 -0.47 -0.15 0.08 -0.11
C -0.3144 -2.3817 3.0989 1.05 1.01 -0.18 -0.59
C 0.5885 -1.3493 3.3105 -0.55 -0.87 -0.27 -0.12
C 1.6503 -1.3415 2.3655 -0.29 -0.81 -0.69 -0.12
C 1.5572 -2.3657 1.4259 -0.35 0.68 1.59 -0.47
C 2.6031 -2.7858 0.5163 0.45 0.06 -0.99 -0.25
C 3.8383 -2.0958 0.4981 -0.37 -0.47 -0.20 -0.02
C 4.8165 -2.4214 -0.4323 -0.35 -0.19 -0.17 -0.10
C 4.5569 -3.4153 -1.3826 -0.67 0.02 0.83 -0.70
Cl 5.7078 -3.7095 -2.6229 0.31 -0.16 -0.28 0.68
C 3.3722 -4.1646 -1.3333 0.39 0.39 0.00 -0.09
C 2.3975 -3.8402 -0.3956 0.29 0.29 0.18 -0.04
S 0.0737 -3.2702 1.6628 0.82 0.35 0.58 1.09
H -1.4059 -2.1346 4.8826 -0.10 -0.17 -0.14 0.08
H -2.3834 -2.7597 3.5243 0.12 -0.05 0.19 0.08
H -1.2195 -3.8278 4.3538 -0.19 0.26 0.00 0.08
H 0.5115 -0.6702 4.1592 0.02 -0.19 -0.23 0.11
H 2.4620 -0.6178 2.3705 -0.20 -0.24 0.08 0.11
H 4.0211 -1.2888 1.2049 0.01 -0.24 -0.19 0.11
H 5.7659 -1.8955 -0.4423 -0.16 -0.02 -0.08 0.11
H 3.2330 -4.9828 -2.0346 -0.05 0.19 0.07 0.11
H 1.4618 -4.4038 -0.3753 0.29 0.16 -0.03 0.10
```
Positions in Å, forces in eV/Å.

frontier orbital gap	7.6658	eV
largest force on an atom	0.07706	Eh/bohr
DFT total energy	-7420.41522	Ha
relative energy (zero: lowest compared OMol25 entry of this formula, charge and spin)	7.7	kJ/mol
net charge	0
HOMO level	-7.60	eV
SMILES string	CC1(C)OB([C@H](/C=C/c2ccc(Br)cc2)c2ccc(Br)cc2)OC1(C)C.Cc1ccc(-c2ccc(Cl)cc2)s1